[1]
The following is a quantum chemistry calculation of a cluster of 11 separate species, H20NO13 in total, from OMol25.

Values from the calculation:
net charge	-1
HOMO level	-6.940	eV
calculated total energy	-1044.78587	Ha
2S+1	1
energy relative to the best compared isomer or geometry (same formula, charge and spin)	3.352	eV
HOMO-LUMO gap	9.58	eV

```
34
Properties=species:S:1:pos:R:3:forces:R:3:mulliken_charge:R:1
N 0.425 0.221 -0.158 -1.755 -0.330 2.809 0.87
O 0.421 1.101 0.771 0.360 0.098 -1.410 -0.85
O -0.624 0.126 -0.875 2.692 -0.011 0.189 -0.39
O 1.350 -0.632 -0.092 -1.044 0.307 -1.516 -0.62
O -3.864 -0.130 -2.205 1.146 1.241 -0.664 -0.66
H -4.325 -0.204 -1.350 1.053 0.608 -0.383 0.29
H -3.150 0.618 -2.275 -2.245 -1.814 1.107 0.36
O 1.127 3.399 -0.957 -2.635 -3.061 -1.415 -0.67
H 0.696 2.905 -1.767 1.653 1.825 1.741 0.34
H 0.665 2.788 -0.294 1.154 1.152 -0.257 0.34
O 3.286 -2.414 1.452 -1.771 1.967 0.131 -0.64
H 2.626 -1.635 1.299 1.712 -1.938 0.219 0.36
H 3.301 -2.491 2.420 0.013 0.033 -0.421 0.31
O -1.996 0.939 1.979 -4.498 -0.611 3.617 -0.67
H -1.282 1.126 1.466 4.008 0.894 -1.654 0.41
H -1.838 0.772 2.941 0.442 0.272 -1.810 0.29
O 3.616 0.520 -1.281 4.687 7.035 -2.126 -0.64
H 3.381 1.510 -1.009 0.979 -3.010 -1.009 0.33
H 2.944 0.117 -0.916 -5.542 -3.902 3.059 0.35
O -0.198 -2.165 -2.579 -1.844 -1.271 -0.759 -0.59
H -0.045 -1.511 -1.943 -1.063 2.155 2.193 0.28
H 0.684 -2.182 -2.824 2.874 -0.932 -1.730 0.31
O -2.249 2.433 -2.181 0.890 0.489 0.531 -0.67
H -2.505 3.116 -1.507 0.787 -1.161 -0.826 0.33
H -1.292 2.177 -2.056 -1.764 0.467 0.292 0.23
O -2.530 -1.538 1.049 1.306 -2.679 -1.858 -0.69
H -2.313 -0.631 1.038 0.021 1.845 0.339 0.33
H -1.801 -1.920 0.419 -1.875 0.519 1.782 0.44
O -0.556 -3.130 0.081 0.055 0.803 3.564 -0.69
H -0.867 -3.547 -0.660 -0.908 -1.438 -3.173 0.30
H 0.299 -2.782 -0.094 1.132 0.450 -0.462 0.32
O 2.500 1.053 3.865 3.114 0.870 3.410 -0.62
H 2.367 1.128 4.861 -0.380 -0.317 -2.453 0.30
H 1.747 0.865 3.383 -2.753 -0.555 -1.057 0.31
```
Positions in Å, forces in eV/Å.

[2]
The following is a quantum chemistry calculation of a cluster of 9 separate species, C58H64N6O11 in total, from OMol25.

Values from the calculation:
HOMO level	-7.852	eV
calculated total energy	-3404.83424	Ha
2S+1	1
HOMO-LUMO gap	6.66	eV
structure (SMILES)	O=C1c2ccccc2C(=O)c2ccccc21.O=C1c2ccccc2C(=O)c2ccccc21.O=C1c2ccccc2C(=O)c2ccccc21.CCN(CC)CC.CC(N)=O.CC(N)=O.CC(N)=O.CC(N)=O.CC(N)=O

```
139
Properties=species:S:1:pos:R:3:forces:R:3:mulliken_charge:R:1
C -0.411 -0.756 2.972 1.196 -0.087 0.269 -0.27
C -1.331 -1.909 2.720 0.227 -1.128 -1.149 -0.46
N -2.124 -2.422 3.822 -2.115 1.383 -0.555 0.04
C -1.448 -2.773 5.072 0.592 -0.739 -1.391 -1.14
C -0.499 -3.951 4.823 0.820 0.276 0.229 -0.13
C -3.070 -3.424 3.246 1.831 0.591 1.366 -0.45
C -4.105 -3.905 4.255 0.837 -0.746 -1.369 -1.22
H -0.908 0.149 3.318 0.010 -0.150 0.388 0.48
H 0.184 -0.464 2.103 -0.463 -0.173 -0.357 -0.09
H 0.399 -1.100 3.627 -0.301 0.470 0.576 -0.40
H -1.925 -1.698 1.821 -0.833 0.430 0.658 0.47
H -0.793 -2.761 2.251 0.733 0.061 0.341 0.19
H -0.866 -1.904 5.376 -0.059 0.033 0.126 0.31
H -2.142 -3.022 5.870 -0.236 0.296 -0.099 0.41
H 0.056 -3.756 3.904 -0.067 -0.028 -0.044 -0.31
H 0.271 -4.005 5.598 -0.175 -0.240 0.134 0.51
H -0.952 -4.934 4.701 -0.242 0.082 0.214 0.28
H -2.378 -4.211 2.903 -0.633 -0.588 -0.204 0.33
H -3.549 -2.997 2.369 0.006 0.112 0.037 0.40
H -4.389 -4.869 3.819 -0.796 0.136 0.342 0.34
H -4.910 -3.179 4.288 -0.193 -0.214 0.416 0.31
H -3.647 -4.144 5.209 -0.226 0.245 0.202 0.35
O 0.675 2.799 0.077 0.688 -0.449 0.147 -0.78
C 0.515 1.927 -0.787 -0.946 -0.126 0.005 0.75
N -0.133 2.240 -1.925 0.176 -0.091 1.174 0.42
C 0.915 0.479 -0.586 -0.412 0.553 0.438 -0.84
H -0.602 1.488 -2.410 0.144 0.229 -0.617 0.07
H -0.459 3.202 -1.848 -0.433 -0.083 -0.862 -0.28
H 1.837 0.535 -0.010 0.183 -0.542 -0.262 0.33
H 0.902 -0.120 -1.494 0.556 0.236 -0.161 0.37
H 0.155 0.008 0.041 0.018 0.203 0.190 0.07
O 0.429 2.975 -6.516 -0.035 0.449 -0.094 -0.76
C 0.495 3.612 -5.471 0.856 -1.106 1.214 0.64
N -0.294 4.625 -5.125 -0.440 0.546 -0.592 -0.21
C 1.517 3.226 -4.387 -0.142 -0.127 -0.466 -0.62
H -0.962 4.947 -5.810 -0.092 0.002 0.212 0.25
H -0.293 4.994 -4.187 -0.075 0.126 0.119 0.29
H 1.578 2.140 -4.349 0.137 -0.008 -0.125 0.17
H 1.270 3.534 -3.375 -0.069 0.375 -0.207 0.03
H 2.480 3.641 -4.685 0.064 -0.062 0.036 0.37
O -0.622 5.208 -2.117 -0.192 -0.125 -0.329 -0.64
C -0.978 5.849 -1.120 0.516 0.255 -0.670 0.58
N -0.874 5.257 0.087 -0.133 0.682 -1.050 -0.06
C -1.376 7.316 -1.262 -0.024 -0.911 1.950 -1.06
H -0.313 4.415 -0.010 -0.047 -0.430 0.915 0.15
H -1.112 5.680 0.968 0.058 -0.081 0.086 0.11
H -0.504 7.891 -1.558 -0.018 -0.054 -0.258 0.28
H -1.607 7.576 -0.223 -0.268 0.696 -0.313 0.34
H -2.236 7.493 -1.896 0.076 -0.141 -0.184 0.28
O -0.450 0.158 -3.970 0.839 0.265 0.049 -0.76
C -0.318 -0.436 -5.044 -1.424 0.149 0.548 0.61
N 0.213 0.138 -6.140 -0.272 -1.482 0.969 -0.17
C -0.962 -1.807 -5.118 0.151 -0.126 -1.144 -1.25
H 0.662 1.031 -6.032 -0.202 0.485 -0.686 0.14
H 0.003 -0.328 -7.003 0.439 0.409 -0.321 0.22
H -0.244 -2.580 -4.843 -0.066 0.043 0.292 0.36
H -1.320 -2.065 -6.118 0.182 0.162 -0.067 0.39
H -1.846 -1.807 -4.492 0.193 -0.042 0.324 0.26
O -1.428 5.114 3.663 0.460 -0.025 0.060 -0.71
C -0.418 4.608 4.151 -1.640 0.891 0.061 0.70
N 0.201 3.556 3.614 1.244 -0.077 0.743 0.09
C 0.151 5.102 5.478 0.259 1.123 0.067 -1.06
H 1.040 3.265 4.098 -0.306 -0.531 -0.415 0.00
H -0.082 3.053 2.792 -0.222 0.252 -0.135 0.05
H 1.230 4.951 5.554 -0.146 -0.609 0.340 0.29
H -0.436 4.794 6.344 0.278 -0.900 -0.161 0.26
H 0.060 6.183 5.630 -0.199 0.052 -0.877 0.34
C 1.611 -10.325 2.596 0.555 0.347 -1.622 -0.79
C 1.583 -10.336 1.204 0.146 -0.558 -1.184 -0.17
C 1.641 -9.207 0.406 -0.076 0.799 1.300 -0.89
C 1.731 -7.975 1.079 -0.657 0.313 -0.369 0.50
C 1.746 -7.905 2.471 0.308 -0.720 0.041 0.37
C 1.746 -9.096 3.211 -0.352 -0.580 0.786 -0.46
C 1.865 -6.609 3.200 0.423 -0.014 0.602 0.46
O 1.774 -6.584 4.410 -0.097 0.048 0.074 -0.69
C 2.174 -5.374 2.430 -0.505 -0.874 -0.904 0.82
C 2.465 -4.186 3.079 -1.262 -0.080 0.253 -0.75
C 2.556 -3.007 2.363 -0.624 0.347 -0.765 -0.26
C 2.495 -3.028 0.952 0.714 -1.069 1.196 -0.89
C 2.276 -4.255 0.343 -1.161 0.407 -1.066 -0.63
C 1.984 -5.421 1.049 1.146 0.477 0.239 0.02
C 1.694 -6.691 0.304 0.595 -0.056 0.199 0.22
O 1.542 -6.687 -0.894 -0.222 0.016 -0.273 -0.65
H 1.657 -11.324 3.005 -0.127 0.356 0.897 0.37
H 1.591 -11.285 0.676 -0.216 -0.087 0.192 0.36
H 1.591 -9.239 -0.671 0.085 -0.004 -0.041 0.47
H 1.837 -9.123 4.290 -0.040 0.611 0.005 0.42
H 2.236 -4.259 4.136 0.779 0.477 0.191 0.54
H 2.431 -2.038 2.832 0.655 -0.041 0.346 0.73
H 2.699 -2.136 0.379 -0.321 0.064 -0.086 0.48
H 2.092 -4.272 -0.727 0.372 -0.121 -0.038 0.46
C 5.148 -0.902 7.345 0.800 0.352 -0.013 -0.40
C 3.825 -1.120 6.992 -0.071 1.156 0.035 -0.83
C 3.249 -0.259 6.052 0.689 -1.052 0.411 -0.65
C 4.010 0.767 5.482 -2.294 0.454 0.523 0.13
C 5.314 0.992 5.862 0.813 1.038 0.257 0.29
C 5.898 0.140 6.787 -0.246 -0.581 0.187 -0.64
C 6.004 2.267 5.368 -0.693 -1.836 -0.288 0.29
O 7.022 2.686 5.849 0.278 0.244 0.259 -0.61
C 5.376 2.838 4.145 0.414 1.473 0.137 0.52
C 6.128 3.732 3.388 0.411 -0.375 -0.814 -0.69
C 5.612 4.280 2.218 -0.314 0.588 1.310 -0.51
C 4.257 4.145 1.948 0.470 -1.188 -1.207 -0.95
C 3.495 3.208 2.648 0.490 0.644 0.117 -0.32
C 4.053 2.616 3.785 -1.339 0.168 0.227 0.37
C 3.191 1.756 4.660 1.877 -2.434 -1.186 0.83
O 2.004 1.550 4.526 -0.031 1.033 0.027 -0.65
H 5.653 -1.487 8.103 -0.239 -0.195 0.025 0.38
H 3.198 -1.766 7.591 0.081 -0.437 -0.351 0.48
H 2.222 -0.451 5.784 -0.101 0.494 -0.134 0.64
H 6.915 0.271 7.131 0.028 0.252 -0.146 0.47
H 7.162 3.951 3.621 -0.021 -0.232 0.322 0.44
H 6.246 4.923 1.623 -0.088 0.012 -0.109 0.40
H 3.934 4.589 1.013 -0.552 0.008 0.196 0.39
H 2.511 2.923 2.303 -0.140 0.210 0.159 0.65
C -3.100 3.042 -4.164 -0.098 -1.057 -0.354 -0.94
C -4.070 3.998 -4.310 -0.452 0.672 0.168 -0.25
C -5.083 3.864 -5.267 0.672 -0.316 0.923 -1.14
C -5.099 2.708 -6.031 0.168 0.098 -1.102 0.83
C -4.028 1.791 -6.026 -0.522 1.373 0.837 0.03
C -3.028 2.000 -5.086 0.286 -0.642 0.394 0.65
C -4.054 0.658 -6.957 0.770 -0.972 -0.149 -0.04
O -3.354 -0.321 -6.767 -0.049 0.125 -0.099 -0.57
C -4.897 0.768 -8.181 -0.155 0.079 0.183 0.33
C -4.698 -0.107 -9.255 -0.543 -0.215 0.554 -0.55
C -5.487 -0.021 -10.381 -0.417 0.517 -0.656 -0.50
C -6.377 1.061 -10.530 0.324 -0.115 0.897 -0.56
C -6.521 1.929 -9.466 -0.940 0.403 0.342 -0.49
C -5.892 1.748 -8.238 0.814 -0.516 -0.939 0.28
C -6.190 2.564 -7.047 0.200 0.708 0.646 0.33
O -7.229 3.163 -6.882 -0.332 -0.094 -0.463 -0.60
H -2.467 2.964 -3.291 0.328 0.618 -0.206 0.29
H -4.028 4.854 -3.644 -0.303 0.026 -0.044 0.49
H -5.855 4.615 -5.321 -0.164 -0.129 -0.256 0.44
H -2.183 1.335 -4.963 -0.197 -0.255 -0.291 0.37
H -4.053 -0.969 -9.152 0.318 0.234 0.151 0.44
H -5.375 -0.798 -11.125 -0.119 0.153 -0.204 0.39
H -7.069 1.299 -11.326 0.445 -0.644 -0.591 0.37
H -7.231 2.739 -9.589 -0.010 0.017 0.264 0.41
```
Positions in Å, forces in eV/Å.